1.
Entry from OMol25: a single C18H28O4 molecule in a non-equilibrium geometry (the ωB97M-V functional and the def2-TZVPD basis).

Calculated values
E_tot	-1003.62219	a.u.
F_max	2.9	eV/Å
HOMO	-0.31388	hartree
structure (SMILES)	CC1=C[C@@H]2C[C@@H](C)C[C@@H](C)[C@H]2[C@](C)(C(=O)CCO)[C@@H]1C(=O)O
gap between HOMO and LUMO	9.190	eV

Geometry as XYZ:
```
50
Properties=species:S:1:pos:R:3:forces:R:3
C -3.25944 -1.05486 1.53658 -0.524 -0.118 0.579
C -1.90268 -0.46530 1.33969 -0.341 2.713 0.132
C -1.78623 0.90086 1.27431 -0.042 -2.908 0.097
C -0.44221 1.47801 1.00676 0.630 0.005 0.428
C -0.52628 2.93380 0.55460 1.460 -0.536 -0.984
C 0.87343 3.57302 0.25789 -0.695 0.152 0.169
C 1.47582 4.05239 1.55938 -0.155 -0.265 0.685
C 1.80159 2.62951 -0.52112 -0.546 -0.503 -0.766
C 1.83570 1.13661 -0.13946 -0.401 -0.370 -0.536
C 2.78764 0.83980 1.03646 -0.471 -0.361 0.206
C 0.33221 0.63521 -0.05873 1.258 0.195 0.374
C 0.10667 -0.92536 -0.09237 0.093 0.034 -0.686
C 1.41270 -1.74677 -0.10897 -0.295 0.730 -1.076
C -0.79883 -1.26023 -1.36899 -0.708 0.356 -0.852
O -1.85271 -0.67792 -1.60772 1.642 -0.706 0.743
C -0.25564 -2.26258 -2.41640 -0.807 -0.846 0.089
C -1.23185 -2.60324 -3.56691 -0.902 -0.071 0.618
O -0.56812 -3.44265 -4.49679 0.505 -0.514 -0.082
C -0.63177 -1.31113 1.18819 -1.748 -0.214 0.365
C -0.98990 -2.80086 1.27703 -0.488 -0.352 -1.578
O -1.68052 -3.34824 0.43143 0.627 0.563 0.615
O -0.48976 -3.51267 2.29470 -0.111 -0.173 0.183
H -3.25656 -1.79508 2.33759 0.032 -0.315 -0.071
H -3.61466 -1.52095 0.62872 -0.051 -0.343 -0.245
H -4.03770 -0.33425 1.85287 0.684 0.045 -0.293
H -2.70786 1.48339 1.34959 0.475 0.112 -0.010
H 0.14403 1.48663 1.93949 -0.050 -0.309 0.048
H -1.08617 3.52241 1.26001 -0.232 0.332 0.277
H -1.04802 2.87410 -0.37937 -0.703 0.346 -0.632
H 0.71545 4.44534 -0.38947 -0.077 -0.089 0.079
H 2.47211 4.46940 1.40287 0.028 -0.081 0.199
H 1.51537 3.16288 2.20588 0.426 0.402 0.175
H 0.85369 4.79609 2.09880 0.254 -0.310 -0.494
H 1.45413 2.61975 -1.57547 0.189 0.264 0.390
H 2.84156 2.96180 -0.53204 -0.081 0.393 0.020
H 2.30574 0.67061 -1.03211 -0.432 0.078 0.410
H 3.32460 1.75053 1.30300 -0.013 -0.094 0.214
H 2.21419 0.47715 1.91525 0.566 0.190 -0.291
H 3.54490 0.08831 0.74602 -0.430 0.254 0.314
H -0.08091 0.98046 -0.97489 -0.451 0.346 -0.990
H 2.09230 -1.49858 -0.93024 -0.245 0.087 0.002
H 1.97098 -1.61623 0.78638 0.298 0.099 0.869
H 1.17181 -2.77905 -0.22331 -0.098 -0.870 0.064
H 0.64003 -1.85609 -2.87902 0.329 0.054 0.145
H -0.00509 -3.22891 -1.93415 0.115 0.598 -0.131
H -1.51408 -1.70099 -4.09156 -0.336 0.448 0.134
H -2.16189 -3.10864 -3.16977 0.903 0.601 -0.243
H -1.13145 -3.65820 -5.25492 0.049 0.275 0.510
H 0.01206 -1.03205 1.99500 0.580 -0.051 0.715
H -0.83838 -4.42725 2.16531 0.290 0.728 0.112
```
Forces are in eV/Å.

---

2.
Entry from OMol25: a molecular structure, C18H29BN6Ta in a non-equilibrium geometry (the ωB97M-V functional and the def2-TZVPD basis).

Calculated values
E_tot	-1112.59344	a.u.
F_max	4.4	eV/Å
HOMO	-0.70824	hartree
gap between HOMO and LUMO	5.773	eV
net charge	+3

Geometry as XYZ:
```
55
Properties=species:S:1:pos:R:3:forces:R:3
Ta -0.01831 0.03054 0.67083 0.223 -0.381 -1.102
C -1.43291 5.00744 0.87443 0.544 0.395 -0.011
C -2.09121 3.62454 0.83503 0.101 -0.176 0.477
C -3.61781 3.74734 0.87523 -0.613 -0.269 -0.009
C -1.65621 2.86954 -0.39187 -1.148 1.992 1.413
C -1.86671 3.23354 -1.70807 0.023 -0.039 0.476
C -1.28701 2.22824 -2.44867 0.134 -0.232 -0.099
N -0.76101 1.31724 -1.60407 0.467 -0.813 -3.526
N -0.98361 1.70374 -0.35357 1.612 -2.794 2.931
B -0.01731 0.02854 -2.05837 -0.007 0.014 -0.987
N -0.76131 -1.26056 -1.60487 0.364 0.599 -3.457
C -1.28531 -2.17276 -2.44877 0.144 0.234 -0.151
C -1.86501 -3.17786 -1.70747 0.066 0.054 0.396
C -1.65651 -2.81546 -0.39127 -1.371 -2.003 1.233
N -0.98601 -1.64636 -0.35497 1.661 2.850 2.943
C -2.10811 -3.59076 0.82323 0.072 0.405 0.499
C -1.76071 -2.85186 2.12303 -0.187 0.311 -0.111
C -1.47371 -4.98666 0.82923 0.147 -0.629 -0.251
N 1.47109 0.02824 -1.60517 -0.698 -0.017 -3.454
C 2.52309 0.02554 -2.44917 -0.279 -0.009 -0.153
C 3.68339 0.02544 -1.70797 -0.079 -0.031 0.396
C 3.26539 0.02684 -0.39177 2.420 0.188 1.236
N 1.91769 0.03084 -0.35527 -3.298 -0.016 2.941
C 4.16279 0.03104 0.82263 -0.392 0.138 0.501
C 3.34919 0.10044 2.12253 -0.171 0.317 -0.113
C 5.05439 -1.21636 0.82933 0.474 -0.439 -0.248
H -1.72901 5.54514 1.80033 0.156 -0.358 -0.639
H -0.32671 4.90224 0.87143 -0.604 0.257 -0.013
H -1.73741 5.61704 -0.00347 0.184 -0.322 0.572
H -1.76441 3.05854 1.73533 -0.081 0.139 -0.386
H -3.99341 4.31604 -0.00257 0.186 -0.321 0.572
H -4.08081 2.73734 0.87283 0.079 0.649 -0.013
H -3.93441 4.27324 1.80113 0.231 -0.315 -0.639
H -2.37441 4.11344 -2.07997 0.067 -0.117 0.116
H -1.25381 2.17034 -3.52947 0.239 -0.415 0.140
H -0.01741 0.02824 -3.25457 0.000 0.000 0.288
H -1.25141 -2.11586 -3.52957 0.232 0.412 0.140
H -2.37281 -4.05756 -2.07987 0.054 0.117 0.119
H -3.21351 -3.70106 0.77453 0.576 0.133 -0.134
H -0.66111 -2.71986 2.22003 -0.258 -0.213 0.092
H -2.24561 -1.85206 2.13593 0.047 -0.293 0.186
H -2.12971 -3.42516 3.00013 0.371 0.531 -0.447
H -0.36551 -4.91216 0.87413 -0.636 -0.112 -0.011
H -1.82991 -5.56566 1.70793 0.237 0.397 -0.581
H -1.75751 -5.54676 -0.08687 0.246 0.236 0.607
H 2.45659 0.02394 -3.52997 -0.471 0.005 0.141
H 4.69909 0.02504 -2.08047 -0.128 0.012 0.119
H 4.81089 0.93314 0.77333 -0.401 -0.431 -0.134
H 2.68519 -0.78576 2.22013 0.312 0.115 0.092
H 4.03029 0.13384 2.99953 -0.646 -0.056 -0.447
H 2.72589 1.02024 2.13483 0.229 -0.185 0.186
H 4.43579 -2.13876 0.87493 0.415 0.494 -0.012
H 5.68129 -1.25116 -0.08677 -0.327 -0.096 0.606
H 5.73399 -1.19686 1.70803 -0.463 -0.007 -0.583
H -0.01831 0.03054 2.53483 -0.055 0.095 -1.708
```
Forces are in eV/Å.

---

3.
Entry from OMol25: 2 unconnected molecules or ions with the total composition C18H29BrN6O3 in a non-equilibrium geometry (the ωB97M-V functional and the def2-TZVPD basis).

Calculated values
E_tot	-3831.60810	a.u.
F_max	2.2	eV/Å
HOMO	-0.27762	hartree
structure (SMILES)	CNC(=O)[C@H](CCC(N)=O)NC(C)=O.Brc1ccc(N2CCCNCC2)cn1
gap between HOMO and LUMO	8.268	eV

Geometry as XYZ:
```
57
Properties=species:S:1:pos:R:3:forces:R:3
C 4.00469 -2.22653 -2.24864 -0.207 0.036 0.320
N 3.84086 -2.42536 -0.80802 0.331 0.360 -1.107
C 3.11591 -3.35066 -0.16965 -0.124 -0.782 1.029
O 3.21301 -3.44366 1.04929 -0.364 -0.272 -0.027
C 2.18160 -4.31594 -0.92967 -0.229 -0.171 -0.111
C 0.73818 -3.78273 -1.02151 -0.055 0.361 -0.149
C 0.59397 -2.50355 -1.85645 -0.083 -0.212 -0.126
C -0.86427 -2.20867 -2.18166 0.611 1.120 1.748
N -1.42123 -2.82009 -3.20508 -0.068 -1.119 -1.489
O -1.53499 -1.43921 -1.51913 0.015 0.486 0.636
N 2.15194 -5.60749 -0.23723 0.685 1.373 0.848
C 1.87443 -6.77578 -0.80997 -0.377 -1.046 -1.107
C 1.87022 -7.98511 0.09526 0.012 0.145 0.007
O 1.62614 -6.89626 -2.00302 -0.001 0.321 -0.113
H 4.05772 -3.18299 -2.77200 -0.016 0.113 0.029
H 4.93500 -1.68635 -2.43412 -0.103 -0.107 0.107
H 3.18003 -1.63187 -2.64324 0.081 -0.034 -0.174
H 4.36360 -1.82004 -0.19116 -0.116 -0.109 0.039
H 2.56284 -4.47519 -1.93760 -0.054 -0.156 -0.069
H 0.11694 -4.55604 -1.47602 0.164 -0.207 0.086
H 0.35744 -3.59393 -0.01627 0.039 -0.053 0.045
H 1.01454 -1.65697 -1.31388 -0.139 0.092 -0.081
H 1.13130 -2.62493 -2.79582 0.152 -0.020 -0.147
H -0.90797 -3.49102 -3.74576 -0.249 -0.080 -0.226
H -2.38930 -2.60614 -3.36453 -0.057 -0.231 -0.218
H 2.36516 -5.58900 0.75000 0.020 0.226 -0.032
H 1.60796 -8.86613 -0.48855 0.038 0.157 0.035
H 1.13808 -7.83911 0.88689 0.030 -0.090 0.170
H 2.85924 -8.11378 0.52910 0.029 -0.089 0.177
Br 1.28300 -0.97207 1.72580 0.064 0.171 -0.124
C 0.40565 0.66447 1.32367 -0.208 1.402 -0.187
C -0.97775 0.67842 1.14414 0.059 0.040 0.024
C -1.63936 1.88527 0.91062 0.608 -0.344 0.108
C -0.89546 3.07588 0.84015 -0.484 0.935 -0.006
N -1.50898 4.34627 0.64177 0.458 -0.067 -0.099
C -2.97059 4.49145 0.44797 0.842 -0.450 0.674
C -3.66303 4.62375 1.80790 -0.195 0.303 -0.039
C -3.65503 6.05378 2.35406 0.483 0.113 -0.114
N -2.30709 6.62120 2.52549 0.331 -0.014 0.241
C -1.48921 6.83664 1.31351 -0.842 -0.626 0.296
C -0.70832 5.57782 0.89780 -0.294 -0.448 0.075
C 0.51052 2.93794 0.99198 -0.332 -0.351 0.031
N 1.14347 1.77852 1.23775 -0.855 -0.388 -0.071
H -1.52775 -0.25584 1.19350 0.022 0.187 -0.060
H -2.71618 1.86138 0.80309 0.081 0.096 -0.007
H -3.19545 5.35866 -0.18045 0.236 -0.025 0.052
H -3.37397 3.63340 -0.09563 0.288 0.002 0.037
H -3.18477 3.95615 2.53139 -0.007 0.011 -0.136
H -4.70362 4.30529 1.70213 -0.077 0.066 0.098
H -4.23846 6.69936 1.68894 -0.261 -0.018 -0.195
H -4.15598 6.05021 3.32745 0.163 0.117 -0.074
H -2.35485 7.47712 3.07948 -0.018 -0.416 -0.327
H -0.76043 7.62560 1.52447 -0.042 -0.203 -0.028
H -2.11341 7.19121 0.48725 -0.032 0.094 -0.186
H -0.12163 5.80991 0.00335 0.092 0.123 0.003
H -0.01245 5.39228 1.72187 -0.059 -0.196 -0.102
H 1.14810 3.81047 0.90902 0.015 -0.124 0.016
```
Forces are in eV/Å.

---

4.
Entry from OMol25: a molecular structure, C18H29LuOSi in a non-equilibrium geometry (the ωB97M-V functional and the def2-TZVPD basis).

Calculated values
E_tot	-2303.35651	a.u.
F_max	4.0	eV/Å
HOMO (spin up / spin down)	0.04901 / 0.10855	hartree
gap between HOMO and LUMO (spin up / spin down)	3.766 / 2.059	eV
net charge	-2

Geometry as XYZ:
```
50
Properties=species:S:1:pos:R:3:forces:R:3
Lu 0.58325 -0.00485 0.92145 -1.408 -0.093 -1.539
C -0.53030 0.60593 3.06324 -0.616 -0.817 0.320
C -1.53128 -0.03736 2.26879 0.127 -0.644 0.950
C -1.11859 -1.38075 2.02184 -0.552 0.243 0.927
H -2.49482 0.38905 2.00595 0.415 -0.013 -0.319
C 0.12880 -1.58191 2.69054 -0.383 -0.207 0.921
C 0.46388 -0.36779 3.36253 -0.205 -0.269 0.276
H 1.30458 -0.21611 4.04046 -0.108 0.039 -0.475
H -0.60391 1.61416 3.47186 0.273 -0.315 -0.226
H -1.71056 -2.13964 1.50997 0.389 0.335 -0.048
H 0.68415 -2.52782 2.73897 -0.223 0.564 -0.098
C 2.35502 1.53762 0.06082 0.795 -0.733 -0.328
C 2.76098 1.11557 1.36226 0.585 -0.173 -0.526
C 2.99773 -0.29093 1.31272 0.405 0.261 -0.684
H 2.97637 1.77993 2.19633 -0.365 -0.250 -0.053
C 2.68913 -0.75724 -0.00522 0.969 0.987 -0.165
C 2.30874 0.38602 -0.78881 1.046 0.208 0.426
H 2.13550 0.39787 -1.86345 -0.278 -0.118 0.396
H 2.24268 2.56797 -0.26721 -0.260 -0.290 0.204
H 3.39578 -0.90137 2.11747 -0.304 0.112 -0.051
H 2.84693 -1.76230 -0.38691 -0.297 0.163 0.151
O -0.86457 0.71759 -0.38899 1.705 2.307 1.742
C 0.09800 -2.86157 -1.68274 -1.895 3.290 1.386
C -1.28669 -2.17461 -1.85469 1.402 -1.698 -0.571
C 0.32664 -3.73337 -0.52995 0.098 -0.196 -0.253
C 1.12871 -2.58205 -2.68202 -0.191 -0.279 0.354
C -1.79440 -0.83632 -1.52338 -1.638 0.364 -0.497
H -1.96834 -2.83983 -1.31133 -0.401 -0.487 -0.415
H -1.39050 -2.18852 -2.95462 -0.691 -0.532 -0.305
H -2.00589 -0.14133 -2.34152 0.443 -0.041 0.041
H -2.60887 -0.76185 -0.79559 0.384 -0.189 0.103
H 0.46328 -4.77619 -0.84829 0.214 -0.905 0.204
H -0.49844 -3.72689 0.19291 0.118 0.054 -0.113
H 1.24267 -3.44390 -0.00634 0.385 -0.334 0.540
H 1.10831 -3.31192 -3.50353 0.377 -0.438 -0.732
H 2.11239 -2.63980 -2.21519 0.535 0.029 -0.189
H 1.01361 -1.60223 -3.13981 0.083 0.260 -0.102
C -0.50721 3.61421 0.88811 -0.003 0.377 0.137
Si -1.12226 2.35206 -0.37884 0.008 -1.905 -0.356
C -2.98872 2.31712 -0.27854 -0.333 0.667 -0.283
C -0.37482 2.78869 -2.03329 -0.304 0.572 -0.330
H -0.85647 3.50436 1.92027 0.003 -0.248 -0.157
H -0.91369 4.58603 0.56756 -0.063 -0.084 -0.103
H 0.57195 3.78711 0.94997 -0.066 -0.286 -0.027
H -3.37604 3.24884 -0.70741 -0.404 -0.061 0.157
H -3.36798 1.45922 -0.85047 0.148 0.263 0.091
H -3.32431 2.21695 0.76314 0.079 0.145 -0.231
H -0.87997 3.68171 -2.41932 0.290 0.068 -0.308
H 0.70344 2.97349 -1.94708 -0.241 0.075 -0.013
H -0.52392 1.94694 -2.72259 -0.047 0.221 0.172
```
Forces are in eV/Å.